Record 1
{
  "formula": "C2H9N4",
  "method": "ωB97M-V/def2-TZVPD",
  "homo_lumo_gap_ha": 0.3530,
  "smiles": "NC/C=[NH+]\\NN",
  "e_tot_ev": -8169.5510,
  "charge": 1,
  "max_force_ev_per_a": 4.6,
  "e_lumo_ev": -3.736,
  "e_above_lowest_kj_mol": 509.0,
  "species": ["N", "C", "C", "N", "N", "N", "H", "H", "H", "H", "H", "H", "H", "H", "H"],
  "xyz": [[1.20495, 1.70571, 0.84773], [1.11406, 0.36744, 0.88280], [0.84782, -0.41351, -0.78310], [-0.15591, -1.11493, -1.13154], [-1.33393, -1.24451, -0.52265], [-1.71962, -0.24490, 0.42977], [0.40261, 2.30306, 0.94369], [2.15532, 2.25434, 0.79750], [0.21916, 0.03317, 1.59141], [2.02006, -0.17774, 1.05724], [1.66078, -0.48973, -1.39427], [-0.17486, -1.76518, -2.03992], [-2.04536, -1.39862, -1.26655], [-1.52297, 0.66172, -0.06030], [-2.67210, -0.47634, 0.64819]],
  "forces_ev_per_angstrom": [[3.19, 3.31, -0.21], [-2.77, -2.08, -0.22], [-1.75, 0.66, 3.75], [0.82, -1.23, -2.82], [-2.87, -0.94, 0.17], [1.99, 0.20, -1.59], [0.02, -0.17, 0.13], [-2.76, -1.83, 0.00], [2.08, 0.23, -1.98], [0.48, -0.02, 0.40], [2.13, -0.12, -1.67], [0.44, 1.87, 2.35], [0.59, 0.20, 0.78], [-1.16, -0.58, 0.83], [-0.44, 0.50, 0.06]]
}



Record 2
{
  "formula": "C2H7I2N2O",
  "method": "ωB97M-V/def2-TZVPD",
  "homo_lumo_gap_ha": 0.2848,
  "e_tot_ev": -23408.0251,
  "charge": 1,
  "max_force_ev_per_a": 4.3,
  "e_lumo_ev": -5.772,
  "e_above_lowest_kj_mol": 121.6,
  "species": ["C", "C", "N", "N", "O", "I", "I", "H", "H", "H", "H", "H", "H", "H"],
  "xyz": [[0.92222, 0.63386, 0.91048], [0.38239, -0.21527, -0.15927], [-0.03945, -1.40557, 0.15112], [0.63919, 0.12732, -1.46354], [-1.80320, 0.60300, 0.20600], [-0.50215, -2.92266, -1.38013], [-0.96408, -1.82524, 1.95180], [1.24008, 1.65297, 0.66526], [0.23387, 0.59192, 1.77657], [1.86444, 0.31096, 1.01967], [1.34062, 0.92489, -1.54495], [0.84078, -0.61322, -2.09686], [-2.65884, 0.56814, -0.13381], [-1.49589, 1.56889, 0.09766]],
  "forces_ev_per_angstrom": [[-3.29, 2.15, 0.18], [1.18, -0.11, -2.29], [-1.01, -2.12, -0.72], [1.56, 1.83, 1.83], [2.71, 2.92, 0.66], [0.42, 1.46, 1.25], [0.35, -0.23, -0.23], [-1.21, 0.27, -0.48], [1.07, 0.22, -0.25], [3.41, -2.19, 1.43], [-1.48, -1.46, 0.01], [-0.22, -0.60, -0.66], [-2.39, 0.01, -0.95], [-1.09, -2.15, 0.21]]
}



Record 3
{
  "formula": "C5H8BrN3",
  "method": "ωB97M-V/def2-TZVPD",
  "homo_lumo_gap_ha": 0.3277,
  "smiles": "CC(C)(Br)c1ncn[nH]1",
  "e_tot_ev": -79826.1961,
  "max_force_ev_per_a": 3.8,
  "e_lumo_ev": -0.837,
  "e_above_lowest_kj_mol": 20.8,
  "species": ["C", "C", "C", "Br", "C", "N", "C", "N", "N", "H", "H", "H", "H", "H", "H", "H", "H"],
  "xyz": [[-0.05239, -1.42681, 1.39887], [-0.21425, -0.73456, 0.11024], [0.33520, -1.43206, -1.10846], [-2.58947, -0.91453, -0.19014], [0.07937, 0.73983, 0.11254], [0.82135, 1.46089, 0.90612], [0.76609, 2.72406, 0.34616], [0.00457, 2.75367, -0.74862], [-0.41409, 1.55496, -0.86643], [-0.53691, -2.48854, 1.31710], [1.07851, -1.45651, 1.52010], [-0.55428, -1.00543, 2.19094], [0.19561, -2.56491, -1.03591], [1.35205, -0.92639, -1.21931], [-0.27865, -1.32026, -2.02057], [1.06977, 3.70451, 0.80955], [-1.06248, 1.33209, -1.52218]],
  "forces_ev_per_angstrom": [[1.19, -3.26, -1.59], [-2.09, 0.57, -0.58], [-0.40, -0.77, -0.48], [1.92, 0.34, 0.16], [-1.21, 0.07, -0.97], [0.45, 0.85, 0.40], [-0.66, 0.54, 0.21], [1.12, 2.73, 1.22], [1.58, -2.32, 1.77], [1.41, 1.73, -0.01], [-1.28, -0.27, 0.40], [-0.70, 1.47, 1.79], [1.19, 1.43, 0.47], [-0.92, -1.52, -0.28], [0.44, 0.94, 0.37], [0.17, -1.65, -0.56], [-2.20, -0.89, -2.30]]
}



Record 4
{
  "formula": "Cl2H4Si2",
  "method": "ωB97M-V/def2-TZVPD",
  "homo_lumo_gap_ha": 0.3179,
  "e_tot_ev": -40865.2678,
  "max_force_ev_per_a": 4.6,
  "e_lumo_ev": -0.538,
  "e_above_lowest_kj_mol": 117.1,
  "species": ["Si", "Si", "Cl", "Cl", "H", "H", "H", "H"],
  "xyz": [[-0.03485, -1.03392, 1.12735], [-0.04835, 0.75805, -1.19511], [1.80598, 1.56996, -1.09789], [-1.41792, 2.17323, -0.49390], [1.10263, -0.80212, 1.84888], [-1.30131, -1.18373, 1.88388], [0.18732, -2.20426, 0.47560], [-0.29350, 0.72278, -2.54882]],
  "forces_ev_per_angstrom": [[-2.40, 2.21, -2.39], [-0.32, -0.42, 4.55], [0.74, 0.26, 0.02], [0.09, -0.07, -0.19], [1.93, 0.90, 1.49], [0.15, 0.43, -0.06], [0.38, -2.60, -1.30], [-0.56, -0.70, -2.12]]
}



Record 5
{
  "formula": "C23H23ClN2O4S",
  "method": "ωB97M-V/def2-TZVPD",
  "homo_lumo_gap_ha": 0.2927,
  "e_tot_ev": -58751.0887,
  "max_force_ev_per_a": 1.7,
  "e_lumo_ev": 0.282,
  "e_above_lowest_kj_mol": 156.3,
  "species": ["C", "H", "O", "C", "C", "C", "C", "C", "C", "H", "H", "H", "N", "C", "C", "N", "C", "O", "C", "C", "C", "C", "C", "H", "H", "S", "O", "C", "C", "C", "C", "C", "C", "H", "H", "Cl", "H", "H", "O", "H", "H", "C", "C", "H", "H", "H", "H", "H", "H", "H", "H", "H", "H", "H"],
  "xyz": [[-0.91823, 3.89566, 3.53963], [-1.37663, 3.53662, 2.61182], [-0.85594, 2.88149, 4.50936], [-0.14366, 1.75023, 4.23435], [0.56201, 1.53268, 3.06330], [1.26046, 0.33774, 2.84918], [1.25797, -0.61741, 3.86488], [0.56160, -0.38763, 5.03960], [-0.14904, 0.77578, 5.23340], [-0.70399, 0.96009, 6.13828], [0.56727, -1.14354, 5.81099], [1.78700, -1.54992, 3.75657], [1.98487, 0.18854, 1.66520], [1.34403, 0.52579, 0.41227], [0.52919, -0.67055, -0.10490], [1.39616, -1.80654, -0.28406], [1.56131, -2.55874, -1.39726], [2.23845, -3.57655, -1.38812], [0.90193, -2.15296, -2.65455], [0.58736, -2.98428, -3.69932], [0.06223, -2.16933, -4.72146], [0.10953, -0.88702, -4.24789], [-0.32874, 0.37261, -4.85843], [-0.11221, 0.39318, -5.92423], [0.08661, 1.24236, -4.35796], [-2.21997, 0.52948, -4.75937], [-2.74475, -0.78740, -5.09466], [-2.25948, 0.63552, -2.94176], [-2.70428, -0.45225, -2.21341], [-2.78606, -0.37192, -0.83483], [-2.42251, 0.80881, -0.20195], [-1.98845, 1.90694, -0.93295], [-1.91327, 1.81888, -2.31119], [-1.58982, 2.66899, -2.89278], [-1.72232, 2.82160, -0.42727], [-2.49522, 0.91149, 1.52437], [-3.12797, -1.21473, -0.25555], [-2.98304, -1.35197, -2.74220], [0.60347, -0.86936, -2.98850], [-0.30231, -2.47924, -5.67841], [0.72162, -4.04572, -3.71189], [2.08307, -2.17866, 0.93692], [2.84613, -0.95982, 1.47586], [3.60806, -0.67297, 0.74243], [3.35229, -1.20268, 2.40910], [1.34472, -2.51737, 1.67295], [2.76332, -2.99889, 0.70376], [0.02833, -0.41112, -1.03194], [-0.22741, -0.92263, 0.65097], [0.68050, 1.37923, 0.52981], [2.11927, 0.78103, -0.31744], [0.59868, 2.30160, 2.30937], [-1.54459, 4.67627, 3.96906], [0.07245, 4.30858, 3.32084]],
  "forces_ev_per_angstrom": [[0.00, 0.19, -0.19], [0.04, 0.01, 0.03], [0.08, -0.34, 0.17], [0.03, -0.17, 0.04], [-0.16, 0.29, -0.01], [-0.02, 0.00, 0.35], [0.17, -0.13, -0.23], [-0.13, 0.19, 0.06], [-0.06, 0.11, 0.05], [-0.07, 0.02, 0.12], [0.00, -0.06, 0.07], [0.05, -0.08, -0.07], [0.30, 0.17, -0.05], [-0.40, -0.15, -0.20], [-0.18, 0.55, -0.09], [0.10, 0.02, 0.11], [0.16, 0.07, 0.32], [-0.09, -0.13, -0.25], [-0.19, -0.83, -0.85], [0.19, 0.36, 0.74], [0.03, 0.67, 0.20], [-0.09, -0.59, -0.57], [-0.65, 0.05, 0.17], [-0.01, 0.05, -0.01], [0.07, 0.12, -0.04], [1.12, 0.90, 0.93], [-0.57, -1.09, -0.46], [-0.06, 0.13, -0.38], [0.01, -0.05, -0.25], [0.01, 0.18, 0.12], [-0.06, -0.04, -0.17], [0.00, -0.04, 0.11], [-0.01, -0.12, -0.04], [0.04, 0.17, -0.04], [0.02, 0.09, 0.09], [-0.04, -0.01, 0.03], [-0.02, -0.07, 0.09], [-0.04, -0.11, -0.04], [0.15, 0.22, 0.09], [-0.11, 0.01, -0.22], [0.10, -0.22, 0.07], [0.42, -0.10, 0.14], [-0.07, -0.30, 0.06], [-0.01, -0.08, 0.06], [0.02, 0.01, -0.04], [0.05, -0.02, -0.04], [-0.10, 0.08, 0.10], [-0.01, -0.05, 0.15], [0.01, 0.04, -0.06], [0.04, 0.03, -0.01], [-0.07, 0.03, -0.02], [0.00, 0.08, -0.05], [0.05, -0.02, -0.07], [-0.03, -0.02, 0.00]]
}